{"formula": "C5H15N2S", "method": "the ωB97M-V functional and the def2-TZVPD basis", "symbols": ["N", "C", "C", "S", "C", "N", "C", "C", "H", "H", "H", "H", "H", "H", "H", "H", "H", "H", "H", "H", "H", "H", "H"], "coordinates": [[-0.921, 2.113, -0.160], [0.350, 1.629, 0.121], [0.928, 0.689, -0.938], [-0.171, -0.132, -1.986], [0.425, 0.825, 1.583], [-0.136, -0.432, 1.753], [-1.578, -0.596, 1.637], [0.650, -1.617, 1.405], [-1.328, 1.695, -0.990], [-1.007, 3.122, -0.219], [0.077, -2.932, -6.928], [1.079, 2.407, 0.293], [1.688, 0.012, -0.544], [1.470, 1.346, -1.654], [0.393, -2.731, -6.285], [1.484, 0.766, 1.823], [-0.091, 1.537, 2.212], [-1.951, -0.509, 0.622], [-1.822, -1.555, 2.056], [-2.065, 0.174, 2.228], [0.292, -2.453, 2.003], [0.535, -1.901, 0.362], [1.699, -1.460, 1.607]], "forces_ev_per_angstrom": [[0.60, 0.23, -0.78], [-0.13, 0.18, -0.95], [-0.22, -0.94, 0.15], [-0.01, 0.13, 0.13], [0.27, -1.08, 1.23], [0.16, 0.28, -1.98], [-0.06, 0.54, 0.62], [-0.24, -0.18, 0.19], [-0.24, -0.25, 0.04], [-0.12, -0.06, 0.46], [0.04, 0.03, 0.08], [0.06, 0.52, 0.44], [0.10, 0.12, -0.04], [-0.15, 0.31, 0.15], [-0.04, -0.03, -0.08], [0.07, 0.22, -0.06], [-0.07, 0.37, 0.09], [0.03, -0.13, -0.09], [-0.30, -0.42, 0.07], [-0.09, 0.07, 0.10], [0.08, -0.01, 0.10], [0.00, -0.03, -0.04], [0.26, 0.13, 0.18]], "nbo_charge": [-0.717, -0.029, -0.677, 0.217, -0.174, -0.262, -0.426, -0.432, 0.406, 0.411, 0.014, 0.241, 0.257, 0.357, -0.014, 0.230, 0.252, 0.218, 0.229, 0.224, 0.236, 0.217, 0.220], "total_energy_ha": -706.77404, "e_homo_ha": -0.4614, "charge": 1, "de_lowest_kcal_mol": 127.11, "homo_lumo_gap_ev": 4.65}